16
Properties=species:S:1:pos:R:3:mulliken_charge:R:1 method="wB97M-V/def2-TZVPD" de_lowest_kcal_mol=41.0 orbital_gap_ha=0.326 lumo_ev=0.771 homo_energy_ev=-8.1
C 1.63 0.81 -1.57 -0.41
N 0.78 0.01 -1.09 -0.36
C 0.01 0.26 0.03 0.81
C -0.02 1.63 0.66 -1.67
C -0.70 -0.79 0.50 0.53
C -0.69 -2.14 -0.13 -1.16
O -1.47 -0.74 1.61 -0.56
H 1.89 1.79 -1.17 0.19
H 2.16 0.49 -2.46 0.26
H -0.95 1.80 1.21 0.47
H 0.03 2.40 -0.11 0.41
H 0.82 1.78 1.34 0.30
H -1.71 -2.48 -0.26 0.33
H -0.18 -2.09 -1.09 0.33
H -0.18 -2.85 0.52 0.26
H -1.43 0.13 2.02 0.28